Entry 1:
DFT (the ωB97M-V functional and the def2-TZVPD basis) results for C10H10BN7RhSe as an isolated structure at a distorted geometry.

Calculated values
Calculated total energy in eV: -89988.18254
Energy above the lowest of the compared OMol25 structures with the same formula, charge and spin in kcal per mole: 3.6
LUMO in eV: -4.985
Orbital gap in eV: 7.98

Geometry as ORCA input:
```
! wB97M-V def2-TZVPD RIJCOSX def2/J DEFGRID3
* xyz 1 1
Rh -0.002 -0.929 1.348
C -3.095 -1.064 -1.374
C -2.459 -1.509 -0.223
N -1.343 -0.796 -0.051
N -1.231 0.086 -1.061
C -2.285 -0.058 -1.872
B -0.001 1.017 -1.057
N 1.229 0.086 -1.061
C 2.283 -0.058 -1.871
C 3.094 -1.064 -1.372
C 2.456 -1.508 -0.221
N 1.340 -0.796 -0.050
N -0.001 1.738 0.324
C 0.000 3.037 0.646
C 0.002 3.161 2.024
C 0.002 1.857 2.503
N 0.000 1.015 1.468
H -4.019 -1.430 -1.786
H -2.734 -2.285 0.472
H -2.387 0.565 -2.746
H -0.001 1.791 -1.962
H 2.386 0.564 -2.745
H 4.018 -1.429 -1.782
H 2.732 -2.283 0.475
H 0.000 3.785 -0.129
H 0.003 4.068 2.602
H 0.003 1.484 3.514
Se 0.004 -2.187 3.406
C 0.004 -3.146 1.798
N 0.002 -3.710 0.783
*
```

***

Entry 2:
DFT (the ωB97M-V functional and the def2-TZVPD basis) results for a 2-piece molecular cluster, C10H10BrCl2IN overall at a distorted geometry.

Calculated values
Calculated total energy in eV: -115201.02728
LUMO in eV: -5.200
Orbital gap in eV: 6.68

Geometry as ORCA input:
```
! wB97M-V def2-TZVPD RIJCOSX def2/J DEFGRID3
* xyz 1 1
Br -4.073 1.728 -2.241
C -2.036 1.604 -2.214
C -1.690 1.653 -0.612
C -2.391 0.222 -0.212
C -2.070 -0.631 -1.578
I -1.968 -2.812 -1.860
N -1.858 0.155 -2.692
H -1.652 2.472 -2.900
H -1.982 2.616 0.017
H -0.530 1.504 -0.510
H -3.468 0.204 0.253
H -1.643 -0.263 0.573
H -1.640 -0.093 -3.684
Cl -0.621 -1.035 2.459
C 1.005 -0.844 1.909
C 2.033 -0.394 2.746
Cl 1.772 -0.002 4.408
C 3.329 -0.252 2.240
C 3.600 -0.559 0.905
C 2.577 -1.012 0.073
C 1.282 -1.154 0.574
H 4.134 0.099 2.881
H 4.609 -0.445 0.515
H 2.788 -1.254 -0.966
H 0.490 -1.507 -0.083
*
```

***

Entry 3:
DFT (the ωB97M-V functional and the def2-TZVPD basis) results for C10H10BrClPt as an isolated structure at a distorted geometry.

Calculated values
Calculated total energy in eV: -96342.08570
LUMO (alpha / beta) in eV: 5.020 / 4.992
Orbital gap (alpha / beta) in eV: 4.60 / 5.02

Geometry as ORCA input:
```
! wB97M-V def2-TZVPD RIJCOSX def2/J DEFGRID3
* xyz -2 3
C -3.071 -1.050 -0.056
C -1.913 -1.240 -0.928
C -1.345 0.019 -1.222
H -1.590 -2.197 -1.304
C -2.080 1.019 -0.503
C -3.250 0.385 0.088
H -4.091 0.884 0.563
H -3.651 -1.829 0.408
H -0.518 0.212 -1.907
H -1.902 2.086 -0.529
Pt -1.436 -0.372 1.193
Cl -0.987 -2.545 1.754
C 3.238 0.294 -0.223
C 2.755 1.538 -0.755
C 2.108 1.252 -1.997
H 2.817 2.512 -0.264
C 2.218 -0.162 -2.230
C 2.933 -0.750 -1.143
H 3.156 -1.825 -1.013
H 3.697 0.146 0.764
H 1.589 1.978 -2.642
H 2.037 -0.660 -3.182
Br -0.755 1.533 2.585
*
```

***

Entry 4:
DFT (the ωB97M-V functional and the def2-TZVPD basis) results for an isolated ion of composition C10H10BrF2N2 and charge +1 at a distorted geometry.

Calculated values
Calculated total energy in eV: -88980.38388
SMILES: [H]/N=C\C/[N+](=C(/Br)c1ccccc1)C(F)F
Energy above the lowest of the compared OMol25 structures with the same formula, charge and spin in kcal per mole: 0.3
LUMO in eV: -5.052
Orbital gap in eV: 8.21

Geometry as ORCA input:
```
! wB97M-V def2-TZVPD RIJCOSX def2/J DEFGRID3
* xyz 1 1
H 2.174 -1.980 -0.787
N 1.452 -2.586 -0.562
C 0.232 -2.597 -0.695
C -0.669 -1.377 -0.992
N 0.063 -0.327 -1.600
C 0.449 0.684 -0.874
Br 1.673 1.919 -1.626
C 0.055 0.940 0.467
C 0.235 -0.004 1.506
C -0.004 0.335 2.783
C -0.619 1.596 3.069
C -0.903 2.442 2.060
C -0.478 2.206 0.784
C 0.267 -0.462 -3.018
F -0.216 0.637 -3.673
F 1.558 -0.582 -3.160
H -0.382 -3.349 -0.317
H -1.524 -1.714 -1.537
H -0.963 -1.014 0.066
H 0.783 -1.021 1.464
H 0.177 -0.521 3.613
H -0.876 1.733 4.148
H -1.472 3.396 2.292
H -0.675 2.972 0.019
H -0.337 -1.327 -3.431
*
```